(one)
Computed, not measured: a single C5H8O4 molecule, with wB97M-V/def2-TZVPD.

The geometry in XYZ format:
```
17
Properties=species:S:1:pos:R:3:mulliken_charge:R:1
C 0.5557 -0.2117 0.2398 0.9191
C 0.8114 1.1549 0.8633 -1.3874
C -1.1507 -0.0168 -0.4121 0.7675
C 1.8133 -0.4202 -0.8620 -0.0671
C -2.0530 -0.9227 0.0076 -1.1990
O 0.1123 -0.4677 -1.2820 -0.3733
O 0.5454 -1.3015 1.0543 -0.5657
O -1.5130 1.2478 -0.7364 -0.4971
O 2.5163 0.4701 -1.2442 -0.5414
H -0.3422 -1.3696 1.4570 0.3903
H -1.0896 1.4881 -1.5714 0.3823
H 2.0279 -1.4920 -0.8476 0.3910
H 0.9450 1.9095 0.0961 0.3342
H -0.0279 1.4245 1.5047 0.3639
H 1.7253 1.0769 1.4504 0.3785
H -1.7898 -1.9457 0.2141 0.4351
H -3.0865 -0.6239 0.0686 0.2691
```

Properties
HOMO level: -0.3046 Eh
Orbital gap: 8.2 eV

---

(two)
Computed, not measured: a single C5H8O4 molecule, with wB97M-V/def2-TZVPD.

The geometry in XYZ format:
```
17
Properties=species:S:1:pos:R:3:mulliken_charge:R:1
C 1.2079 1.0446 1.2374 -0.9857
C -0.0100 0.5730 0.7959 0.2008
O -0.0474 -0.6371 0.2683 -0.3528
C 1.4596 -1.2240 0.4469 -0.6086
C 1.5492 -1.9760 1.7550 -0.4801
O 1.7976 -3.3632 1.5106 -0.2733
C 1.9281 -4.1585 2.5552 0.6534
O 1.8200 -3.8324 3.7129 -0.5483
O 2.1574 -5.3933 2.1253 -0.4374
H 1.4783 2.0305 0.8517 0.2898
H 1.7284 0.6965 2.1303 0.2606
H -0.9546 0.9018 1.2441 0.3600
H 1.6499 -1.9921 -0.3221 0.3106
H 2.0492 -0.5494 -0.1917 0.4823
H 0.6514 -1.8923 2.3813 0.4058
H 2.3337 -1.6090 2.4294 0.3594
H 2.2324 -5.9865 2.8835 0.3636
```

Properties
SMILES: C=COCCOC(=O)O
HOMO level (spin up / spin down): -0.2805 / -0.2675 Eh
Orbital gap (spin up / spin down): 8.2 / 7.7 eV

---

(three)
Computed, not measured: C5H8O4 as an isolated structure, with wB97M-V/def2-TZVPD.

The geometry in XYZ format:
```
17
Properties=species:S:1:pos:R:3:mulliken_charge:R:1
C 0.1051 -0.2654 0.2449 0.6674
C -1.0796 0.4745 0.0723 -0.8779
C 0.7206 -1.0485 -0.8731 -1.3186
C 0.9589 1.8590 0.0096 0.2958
C -2.2607 -1.0774 0.2760 0.0175
O 0.4066 -0.6183 1.4995 -0.4341
O 2.2874 1.4811 -0.0175 -0.4012
O 0.6632 3.0243 0.0262 -0.5390
O -2.3060 -1.7895 1.2246 -0.3980
H 0.8321 -1.4863 1.5233 0.3809
H 2.8391 2.2881 -0.0508 0.3039
H -1.4288 1.0711 0.9046 0.4171
H -1.3258 0.8118 -0.9223 0.4199
H -3.0891 -1.0226 -0.4750 0.3094
H 0.6423 -2.1210 -0.6845 0.4383
H 1.7743 -0.7666 -0.9278 0.3907
H 0.2603 -0.8146 -1.8300 0.3278
```

Properties
HOMO level (spin up / spin down): -0.2673 / -0.2672 Eh
Orbital gap (spin up / spin down): 7.6 / 7.6 eV

---

(four)
Computed, not measured: a single C5H8O4 molecule, with wB97M-V/def2-TZVPD.

The geometry in XYZ format:
```
17
Properties=species:S:1:pos:R:3:mulliken_charge:R:1
O -0.0961 1.3067 1.4564 -0.5803
C 0.4952 0.3819 0.6984 0.9441
O 1.4978 -0.2240 1.4117 -0.5894
C 0.8670 0.9343 -0.5967 -0.7009
C 0.1749 0.5785 -1.6399 -0.4813
C -0.9928 -0.2793 -1.2722 -0.7906
C -0.4782 -0.6849 0.1570 0.4653
O -1.5832 -0.7075 1.0534 -0.6090
O 0.1939 -1.9210 -0.0052 -0.5879
H -1.0136 1.3372 1.3212 0.3767
H 2.2273 0.4396 1.2681 0.3758
H 1.7782 1.4907 -0.6661 0.3363
H 0.3545 0.9019 -2.6261 0.4815
H -1.8751 0.3971 -1.2202 0.2273
H -1.2517 -1.0958 -1.9578 0.3844
H -1.0800 -0.7732 1.8218 0.3799
H 0.7818 -2.0822 0.7962 0.3680
```

Properties
SMILES: OC1(O)C=CCC1(O)O
HOMO level: -0.3642 Eh
Orbital gap: 10.6 eV

---

Which one sits at the top of the stability order? (four) does.

---

(one)
Computed, not measured: a 2-piece molecular cluster, C4H12S2 overall, with wB97M-V/def2-TZVPD.

The geometry in XYZ format:
```
18
Properties=species:S:1:pos:R:3:mulliken_charge:R:1
C -1.3005 -0.1591 1.9453 -1.0319
C -1.9808 1.0801 1.3325 -0.2884
S -0.7098 2.4683 0.9235 -0.2109
H -0.6646 -0.6879 1.2478 0.1557
H -1.9745 -0.8561 2.3673 0.3740
H -0.7105 0.1716 2.8232 0.3447
H -2.4893 0.6970 0.3480 0.2541
H -2.7348 1.5687 2.0023 0.3210
H 0.4096 1.8577 1.0778 0.0815
C 0.6197 -1.1792 -1.8149 -0.6944
C 2.0243 -0.8230 -1.1399 -0.5056
S 2.5978 0.7519 -1.9443 -0.2032
H 0.1016 -0.2955 -2.2777 0.2751
H -0.1865 -1.2934 -1.0319 0.1278
H 0.7214 -2.1744 -2.3664 0.2432
H 1.9945 -1.0462 -0.1004 0.3568
H 2.7302 -1.6086 -1.5276 0.3132
H 1.5524 1.5279 -1.8645 0.0872
```

Properties
SMILES: CCS.CCS
HOMO level: -0.3323 Eh
Orbital gap: 9.9 eV

---

(two)
Computed, not measured: a 2-piece molecular cluster, C4H12S2 overall, with wB97M-V/def2-TZVPD.

The geometry in XYZ format:
```
18
Properties=species:S:1:pos:R:3:mulliken_charge:R:1
C -2.1728 -0.5218 -0.0918 -0.7286
S -1.1233 -2.0112 -0.3317 -0.0765
C -0.3072 -1.7094 -1.8522 -0.8057
H -3.2126 -0.7607 0.1799 0.3618
H -2.2489 -0.1029 -1.0529 0.2634
H -1.9122 0.2826 0.6108 0.0903
H 0.6942 -2.1363 -1.6795 0.2597
H -0.6845 -2.4431 -2.6277 0.3203
H -0.1912 -0.7372 -2.3242 0.2689
C 1.3840 2.1040 -0.6762 -0.6869
S 1.6918 1.1054 0.8598 -0.0689
C 0.2280 1.5480 1.8746 -0.7238
H 0.7021 2.9413 -0.4638 0.2757
H 0.9318 1.5336 -1.4911 0.1424
H 2.3514 2.5112 -1.0320 0.3085
H -0.0298 0.7227 2.4416 0.4005
H 0.3804 2.5364 2.3356 0.3454
H -0.6685 1.6200 1.1262 0.0535
```

Properties
SMILES: CSC.CSC
HOMO level: -0.3029 Eh
Orbital gap: 9.2 eV

---

Which one sits at the top of the stability order? (two) does.

---

(one)
Computed, not measured: C22H41GeN6O7PtSi3 as an isolated structure, with wB97M-V/def2-TZVPD.

The geometry in XYZ format:
```
81
Properties=species:S:1:pos:R:3:mulliken_charge:R:1
Pt -0.6358 0.3458 -0.5556 2.8697
O -1.3599 2.4797 -2.9792 -0.5574
C -0.4534 2.4672 -2.1789 -0.6115
O -0.5525 2.4757 -0.8774 -0.5127
C 0.9849 2.4125 -2.6658 0.9694
C 1.4294 3.3040 -3.6212 -0.5041
C 2.7398 3.2270 -4.0414 -0.5737
C 3.6540 2.2824 -3.5443 -0.1379
C 3.2335 1.3816 -2.6146 -0.6563
C 1.8576 1.3579 -2.1445 0.5662
O 1.4112 0.4412 -1.3996 -0.9800
N 4.2554 0.4422 -2.1066 1.0159
O 5.3240 0.4745 -2.6561 -0.6027
O 3.9682 -0.2757 -1.1641 -0.5506
N 3.2266 4.1817 -5.0658 1.0253
O 4.3357 3.9777 -5.5012 -0.5614
O 2.4721 5.0744 -5.3697 -0.5638
H 0.7679 4.0497 -4.0424 0.6648
H 4.6767 2.2810 -3.9015 0.7280
C -1.3225 -1.1873 5.0004 -1.0514
Si -1.6603 -1.4439 3.1911 0.5801
C -3.4103 -1.0816 2.6428 -1.1403
C -0.9171 -3.0069 2.4760 -0.3368
Ge -0.3916 0.3301 1.8037 -0.3361
Si 2.2361 -0.1331 2.2631 0.0207
C 2.4950 -1.6016 1.1644 -0.3694
C 2.3649 -0.4449 4.0896 -1.0611
C 2.8884 1.5062 1.6822 -0.6203
Si -1.0951 2.7735 2.6642 0.2544
C 0.2331 3.8860 2.0124 -0.7609
C -2.7229 2.8174 1.7713 -0.8617
C -1.1631 2.5928 4.5130 -0.9347
H -1.6642 -2.0751 5.5391 0.4161
H -1.8641 -0.3355 5.4059 0.3660
H -0.2638 -1.0677 5.2186 0.2395
H -3.9851 -2.0106 2.6605 0.4759
H -3.4735 -0.6879 1.6273 0.2772
H -3.8956 -0.3754 3.3155 0.4090
H -1.7031 -3.7558 2.3578 0.4911
H -0.1622 -3.4206 3.1442 0.4519
H -0.4605 -2.8540 1.4987 -0.4913
H 2.0682 -2.5104 1.5855 0.4423
H 3.5757 -1.7475 1.0680 0.5407
H 2.1157 -1.4309 0.1572 -0.3508
H 1.9513 -1.4104 4.3724 0.3137
H 1.8968 0.3400 4.6819 0.3114
H 3.4253 -0.4566 4.3565 0.4566
H 2.3020 1.9181 0.8635 -0.0959
H 3.9032 1.3453 1.3140 0.4362
H 2.9250 2.2313 2.4940 0.4112
H 0.4355 3.6901 0.9610 0.0630
H 1.1487 3.8343 2.5980 0.3000
H -0.1493 4.9090 2.0826 0.4748
H -2.5784 2.7331 0.6950 0.2235
H -3.1804 3.7938 1.9615 0.4761
H -3.4202 2.0578 2.1230 0.3093
H -0.1884 2.3630 4.9408 0.3191
H -1.8840 1.8450 4.8360 0.1953
H -1.4806 3.5503 4.9342 0.4240
C -1.3537 -1.0575 -3.1282 -0.5006
N -1.7276 -2.1952 -3.9240 0.1865
C -0.6823 -3.2136 -3.8384 -0.6592
N -0.4972 -3.6533 -2.4539 0.1951
C -0.1192 -2.5252 -1.6449 -0.1374
N -1.1656 -1.4481 -1.6756 -0.3762
C -2.4554 -2.0598 -1.2131 -0.5153
N -2.8274 -3.1896 -2.0236 0.1719
C -2.9821 -2.7522 -3.4148 -0.6656
C -1.7648 -4.1945 -1.9598 -0.6671
H -2.1226 -0.2815 -3.1733 0.3052
H -0.4057 -0.6437 -3.4813 0.1487
H 0.2561 -2.8046 -4.2174 0.3290
H -0.9632 -4.0701 -4.4514 0.3449
H 0.8166 -2.0903 -2.0037 0.0802
H 0.0038 -2.8383 -0.6055 -0.1963
H -3.2299 -1.2897 -1.2619 0.2326
H -2.3172 -2.3730 -0.1742 0.0856
H -3.7658 -1.9954 -3.4731 0.3522
H -3.2727 -3.6060 -4.0263 0.3349
H -2.0500 -5.0539 -2.5673 0.3302
H -1.6388 -4.5244 -0.9254 0.3252
```

Properties
Net charge: +2
Multiplicity: 6
⟨S²⟩: 8.799
HOMO level (spin up / spin down): -0.4947 / -0.5131 Eh
Orbital gap (spin up / spin down): 7.6 / 5.0 eV

---

(two)
Computed, not measured: C22H41GeN6O7PtSi3 as an isolated structure, with wB97M-V/def2-TZVPD.

The geometry in XYZ format:
```
81
Properties=species:S:1:pos:R:3:mulliken_charge:R:1
Pt -0.3438 0.2545 0.1117 2.5651
O -0.8963 -1.3694 -1.9038 -0.5828
C 0.0338 -0.5984 -2.1390 -0.6459
O -0.0178 0.6832 -2.1054 -0.5117
C 1.4382 -1.0985 -2.3480 0.6168
C 1.9205 -1.5779 -3.5314 -0.2829
C 3.2737 -1.8818 -3.6323 -0.5964
C 4.1588 -1.6884 -2.5691 -0.1369
C 3.6968 -1.2290 -1.3692 -0.6563
C 2.2874 -0.9041 -1.1797 0.7349
O 1.8202 -0.4592 -0.0925 -0.8701
N 4.7117 -1.0547 -0.3134 1.0602
O 5.8670 -1.1291 -0.6692 -0.6004
O 4.3533 -0.8923 0.8357 -0.5416
N 3.8012 -2.3935 -4.9104 1.0287
O 4.9853 -2.6457 -4.9421 -0.5626
O 2.9982 -2.5355 -5.8053 -0.5712
H 1.2761 -1.7226 -4.3885 0.6754
H 5.2107 -1.9081 -2.6942 0.7215
C -1.1736 5.6903 -0.7174 -0.9134
Si -0.9919 3.9780 -1.4567 0.2965
C 0.3294 3.8486 -2.7629 -0.7517
C -2.5780 3.0061 -1.6704 -0.8779
Ge -0.2162 2.5320 0.7487 -0.1548
Si -1.6043 3.3631 2.8045 0.6850
C -3.2985 2.6678 2.3716 -0.8605
C -1.5120 5.2305 2.9002 -1.1689
C -0.7307 2.5095 4.2312 -0.9138
Si 2.3801 2.7961 1.4623 0.0334
C 2.5473 1.3807 2.6615 -0.4309
C 3.1358 2.7009 -0.2474 -0.6483
C 2.3874 4.5081 2.2276 -0.9591
H -1.4325 6.3840 -1.5241 0.4335
H -0.2447 6.0456 -0.2698 0.3104
H -1.9655 5.7405 0.0291 0.1851
H -0.0508 4.2776 -3.6953 0.4608
H 0.5782 2.8087 -2.9529 0.0869
H 1.2338 4.3922 -2.4883 0.3255
H -3.0709 3.3146 -2.5973 0.4656
H -3.2743 3.1718 -0.8475 0.2922
H -2.3643 1.9389 -1.7528 0.2441
H -3.9029 3.4293 1.8762 0.3956
H -3.8289 2.3638 3.2768 0.4396
H -3.2300 1.8018 1.7104 0.0371
H -2.2397 5.7093 2.2450 0.3754
H -0.5197 5.6069 2.6484 0.3083
H -1.7344 5.5434 3.9241 0.4116
H -0.5150 1.4594 4.0294 0.1965
H -1.3698 2.5559 5.1173 0.5184
H 0.2041 3.0163 4.4764 0.3670
H 2.4568 0.4254 2.1496 -0.1726
H 1.8138 1.4375 3.4661 0.2976
H 3.5455 1.4106 3.1108 0.5318
H 2.5918 1.9937 -0.8774 -0.0432
H 4.1744 2.3637 -0.1755 0.4323
H 3.1348 3.6754 -0.7360 0.3956
H 1.8982 4.5213 3.2023 0.2674
H 1.9124 5.2517 1.5864 0.3039
H 3.4253 4.8222 2.3791 0.4456
C -2.6719 -1.5639 1.1604 -0.4567
N -3.1818 -2.6824 1.9149 0.0430
C -2.5337 -3.9180 1.4581 -0.6510
N -1.0873 -3.8316 1.6682 0.1727
C -0.5610 -2.7260 0.9097 -0.6588
N -1.1917 -1.4297 1.3480 -0.4753
C -0.9257 -1.2744 2.8111 -0.2194
N -1.4441 -2.3902 3.5610 0.1569
C -2.8911 -2.4881 3.3357 -0.7221
C -0.8120 -3.6291 3.0893 -0.6841
H -3.1547 -0.6479 1.5107 0.1403
H -2.8758 -1.7085 0.0983 0.2877
H -2.7432 -4.0628 0.3975 0.3592
H -2.9334 -4.7631 2.0162 0.3449
H -0.7659 -2.8769 -0.1462 0.2359
H 0.5184 -2.6526 1.0663 0.2440
H -1.4165 -0.3594 3.1533 -0.0926
H 0.1528 -1.1874 2.9609 0.1716
H -3.3747 -1.5724 3.6830 0.3165
H -3.2822 -3.3308 3.9037 0.3335
H -1.2053 -4.4691 3.6599 0.3337
H 0.2659 -3.5634 3.2468 0.3289
```

Properties
Net charge: +2
Multiplicity: 6
⟨S²⟩: 8.800
HOMO level (spin up / spin down): -0.4959 / -0.5033 Eh
Orbital gap (spin up / spin down): 7.7 / 4.7 eV

---

Which one sits at the top of the stability order? (one) does.

---

(one)
Computed, not measured: C2H3F2N as an isolated structure, with wB97M-V/def2-TZVPD.

The geometry in XYZ format:
```
8
Properties=species:S:1:pos:R:3:mulliken_charge:R:1
C 0.7156 0.3380 -0.3903 -0.0796
C -0.7961 -0.0726 0.7773 0.1948
N 0.7104 -0.2808 -1.4207 -0.4201
F -0.2133 -0.8369 1.7281 -0.2375
F -1.6040 -0.8772 0.1019 -0.2363
H 1.2115 1.1756 0.0817 0.3223
H -1.5342 0.7060 1.1289 0.1987
H 1.5100 -0.1522 -2.0069 0.2577
```

Properties
HOMO level: -0.3479 Eh
Orbital gap: 10.5 eV

---

(two)
Computed, not measured: a 2-piece molecular cluster, C2H3F2N overall, with wB97M-V/def2-TZVPD.

The geometry in XYZ format:
```
8
Properties=species:S:1:pos:R:3:mulliken_charge:R:1
C 1.2765 -0.6487 0.0043 -0.3740
C 0.6942 0.4568 -0.0858 -0.3239
N -1.6013 -0.1180 0.3108 0.0657
F -2.0767 0.2614 -0.9393 -0.1375
F -2.1070 0.8672 1.0915 -0.1339
H 2.2759 -0.7576 -0.2586 0.2930
H 0.6133 -1.4909 0.1658 0.2526
H 0.9251 1.4297 -0.2887 0.3581
```

Properties
HOMO level (spin up / spin down): -0.3827 / -0.3347 Eh
Orbital gap (spin up / spin down): 10.4 / 8.7 eV

---

Which one sits at the top of the stability order? (one) does.